ORCA calculation (ωB97M-V/def2-TZVPD) on 2 unconnected molecules or ions with the total composition C6H6Cl2PS.

```
16
Properties=species:S:1:pos:R:3:forces:R:3
C -1.90611 -0.49618 -0.13307 0.12 -0.03 -0.01
C -1.30470 0.44632 0.69014 0.09 0.06 -0.08
C -1.12998 -1.36876 -0.88336 0.03 0.06 -0.07
C 0.07367 0.53099 0.74841 0.14 0.10 0.18
C 0.25145 -1.29038 -0.84272 0.04 -0.17 -0.07
C 0.84655 -0.36383 0.00889 0.92 0.24 -0.12
P 2.67189 -0.28538 0.18021 0.08 1.18 -0.68
S 4.53556 1.79447 -1.22785 -1.41 -1.74 0.57
Cl 3.04849 -0.10379 2.11274 0.09 0.18 -0.03
Cl 3.42847 -2.01231 -0.38036 0.08 0.02 -0.19
H -2.98220 -0.54116 -0.20401 -0.08 -0.05 0.06
H -1.90761 1.12196 1.27590 -0.03 0.07 0.04
H -1.60212 -2.10886 -1.51076 -0.01 -0.03 -0.08
H 0.54633 1.27182 1.37646 -0.02 0.06 0.10
H 0.84102 -1.96104 -1.44800 0.07 -0.07 -0.02
H 4.62871 2.61892 -0.18507 -0.10 0.12 0.39
```
Forces are in eV/Å.

Output
- gap between HOMO and LUMO (alpha / beta) (eV) = 6.0 / 5.9
- charge = +1
- DFT total energy (eV) = -51479.874
- E_LUMO (alpha / beta) (eV) = -7.649 / -7.644

Löwdin atomic charge list, values in e, 8 entries: number 1, C, carries -0.026; number 2, C, carries -0.042; number 3, C, carries -0.042; number 4, C, carries -0.100; number 5, C, carries -0.094; number 6, C, carries -0.439; number 7, P, carries 0.184; number 8, S, carries 0.471

=====

ORCA calculation (ωB97M-V/def2-TZVPD) on 2 unconnected molecules or ions with the total composition C6H6Cl3N.

```
16
Properties=species:S:1:pos:R:3:forces:R:3
N -2.95251 1.28652 -1.06552 -0.19 0.18 -0.04
C -2.33156 2.40473 -0.69903 0.09 0.08 -0.06
C -1.06653 2.42730 -0.13252 -0.01 0.27 0.04
C -0.41736 1.22949 0.07777 0.28 -0.39 0.07
C -1.04868 0.05767 -0.29535 -0.27 -0.07 -0.07
C -2.31612 0.14238 -0.86215 0.25 -0.27 0.08
H -2.85961 3.33465 -0.87947 -0.05 -0.03 0.01
H -0.59767 3.36394 0.13899 -0.07 0.03 -0.01
H 0.56957 1.18138 0.52261 -0.01 0.13 0.00
H -0.58805 -0.90874 -0.14490 0.01 0.00 0.00
H -2.83313 -0.76373 -1.16312 -0.03 0.06 -0.01
C 3.38162 -2.77267 0.84241 -0.23 0.16 -0.26
Cl 3.98189 -1.96928 2.28067 0.09 0.05 0.07
Cl 2.19053 -1.75221 0.00316 0.09 -0.06 0.07
Cl 2.69164 -4.33889 1.22897 -0.04 -0.13 0.03
H 4.19598 -2.92256 0.14748 0.10 -0.01 0.08
```
Forces are in eV/Å.

Output
- SMILES = ClC(Cl)Cl.c1ccncc1
- gap between HOMO and LUMO (eV) = 10.4
- DFT total energy (eV) = -45376.319
- E_LUMO (eV) = 0.649

Löwdin atomic charge list, values in e, 8 entries: number 1, N, carries 0.052; number 2, C, carries -0.156; number 3, C, carries -0.078; number 4, C, carries -0.089; number 5, C, carries -0.083; number 6, C, carries -0.157; number 7, H, carries 0.102; number 8, H, carries 0.101

=====

ORCA calculation (ωB97M-V/def2-TZVPD) on 2 unconnected molecules or ions with the total composition C6H6Cl3N3O.

```
19
Properties=species:S:1:pos:R:3:forces:R:3
C -2.43280 -1.65771 0.57339 1.17 1.14 0.72
C -1.18466 -2.34343 0.35263 1.53 -0.64 -1.21
C -0.96642 -0.25282 -0.01062 1.95 -0.49 -1.19
C -0.53175 3.28719 -0.54087 1.46 -1.42 -0.67
C -0.40715 0.95910 -0.32376 -0.97 -0.28 -0.25
C 3.04215 -1.14207 -0.02479 -1.94 0.40 -0.38
N -2.23776 -0.36078 0.43413 -1.16 -0.66 0.22
N -0.29985 -1.50476 -0.15676 -0.89 0.97 1.10
N -1.06029 2.11419 -0.05368 -2.67 -0.71 0.91
O 0.52538 3.34574 -1.12762 -0.50 0.21 0.32
Cl 4.45716 -0.45497 -0.70864 0.86 0.61 -0.68
Cl 2.41147 -0.06078 1.26823 0.17 -0.23 -0.07
Cl 3.45983 -2.71010 0.64612 -0.48 -0.22 -0.08
H -3.35515 -2.02097 0.92698 -0.88 -0.56 0.26
H -0.81828 -3.39120 0.49498 -1.07 0.92 -0.16
H -1.16444 4.08031 -0.34824 -1.26 2.22 0.35
H 0.45000 1.22821 -0.92411 0.65 -0.97 0.32
H 2.19526 -1.15458 -0.80124 1.38 -0.56 1.32
H -2.08270 2.03943 0.32385 2.64 0.27 -0.81
```
Forces are in eV/Å.

Output
- SMILES = O=CNC=C1N=CC=N1.ClC(Cl)Cl
- gap between HOMO and LUMO (eV) = 8.0
- DFT total energy (eV) = -50402.970
- E_LUMO (eV) = -1.057

Löwdin atomic charge list, values in e, 8 entries: number 1, C, carries -0.111; number 2, C, carries -0.126; number 3, C, carries -0.402; number 4, C, carries -0.298; number 5, C, carries -0.011; number 6, C, carries -1.597; number 7, N, carries 0.090; number 8, N, carries 0.097

=====

ORCA calculation (ωB97M-V/def2-TZVPD) on 2 unconnected molecules or ions with the total composition C6H6ClIN.

```
15
Properties=species:S:1:pos:R:3:forces:R:3
C -1.97589 0.63653 -0.34178 0.17 0.12 0.82
C -0.92227 1.15903 -1.03767 0.03 0.49 -3.26
C -1.73990 -0.20538 0.69936 2.55 -1.20 1.84
C 0.31554 0.73427 -0.70518 0.53 0.41 0.74
C -0.41862 -0.62794 1.05229 0.17 0.10 1.00
C 1.94252 -0.40295 0.53584 1.33 -0.50 -1.19
N 0.60659 -0.05894 0.37540 -1.17 0.24 -1.67
Cl 1.82062 -2.77363 -1.22479 0.05 1.58 0.92
I 3.48716 0.93461 0.30279 -0.83 -0.71 0.06
H -2.98153 0.91607 -0.44751 -1.13 0.51 -0.71
H -1.06446 1.72037 -2.03484 0.32 -0.65 2.02
H -2.54608 -0.38850 1.35363 -0.66 -0.94 0.58
H 1.19055 1.01710 -1.20181 0.82 0.55 -1.03
H 0.04730 -1.26269 1.88079 -1.85 0.64 -0.98
H 2.23846 -1.39794 0.79348 -0.33 -0.62 0.85
```
Forces are in eV/Å.

Output
- gap between HOMO and LUMO (alpha / beta) (eV) = 5.6 / 5.6
- charge = +1
- DFT total energy (eV) = -28421.339
- E_LUMO (alpha / beta) (eV) = -7.307 / -7.307

Löwdin atomic charge list, values in e, 8 entries: number 1, C, carries 0.000; number 2, C, carries 0.015; number 3, C, carries 0.031; number 4, C, carries -0.049; number 5, C, carries 0.076; number 6, C, carries -0.583; number 7, N, carries -0.150; number 8, Cl, carries -0.152

=====

ORCA calculation (ωB97M-V/def2-TZVPD) on a single C6H6ClNO molecule.

```
15
Properties=species:S:1:pos:R:3:forces:R:3
C -2.12867 0.92097 -0.55862 -0.39 -0.87 -0.14
C 0.25713 -1.03989 0.17484 0.34 -0.19 0.65
C -0.23404 1.36438 1.03279 0.38 -0.58 -0.22
C -0.83508 1.41146 -0.33694 1.37 0.05 1.46
C 0.48805 0.38603 0.15698 -0.93 4.68 -1.72
C 1.21241 -1.95108 -0.46268 2.35 -2.49 -1.27
N -3.19684 0.56118 -0.75661 -0.60 -0.18 -0.13
O -0.69284 -1.47620 0.77000 -0.78 -0.01 0.32
Cl 2.00952 1.04484 -0.46811 -0.03 -0.46 0.02
H 0.28571 2.28412 1.19200 0.49 0.13 0.56
H -0.69119 0.91459 1.87740 -0.82 -0.16 0.53
H -0.74328 2.43625 -0.74509 0.82 -1.11 -0.48
H 1.78057 -2.61317 0.33939 -1.18 1.55 -1.52
H 1.99831 -1.59829 -1.27232 -1.84 -0.36 1.92
H 0.49023 -2.64517 -0.94303 0.81 -0.02 0.00
```
Forces are in eV/Å.

Output
- SMILES = CC(=O)[C@]1(Cl)C[C@@H]1C#N
- gap between HOMO and LUMO (eV) = 10.0
- DFT total energy (eV) = -22376.807
- E_LUMO (eV) = -0.131

Löwdin atomic charge list, values in e, 8 entries: number 1, C, carries -0.233; number 2, C, carries -0.531; number 3, C, carries -0.125; number 4, C, carries -0.165; number 5, C, carries -0.583; number 6, C, carries -0.049; number 7, N, carries 0.174; number 8, O, carries 0.115

=====

ORCA calculation (ωB97M-V/def2-TZVPD) on 2 unconnected molecules or ions with the total composition C6H6F2O.

```
15
Properties=species:S:1:pos:R:3:forces:R:3
F 0.00000 0.00000 0.00000 -1.17 0.13 -0.36
F 2.50255 0.53441 3.96400 0.46 -0.28 -0.42
C 3.23606 -1.36300 0.85603 -0.84 0.71 0.41
C 2.10823 -0.98084 0.10288 -0.36 -1.12 0.39
C 3.38077 -0.82756 2.12834 -0.15 0.56 1.78
C 1.18698 0.26653 2.04335 0.51 -0.37 -0.88
C 1.06216 -0.27972 0.71774 2.44 0.60 1.41
C 2.40003 0.05160 2.70773 -0.66 -1.58 -1.77
H 3.93047 -2.12577 0.47975 -0.25 0.62 0.15
H 1.97191 -1.47879 -0.86618 -0.18 0.65 0.31
H 4.16852 -1.17539 2.80956 -0.12 0.32 -0.48
H 0.38679 0.82252 2.54949 0.33 -0.24 -0.51
O 2.92290 -0.05035 8.08850 0.76 0.83 -0.51
H 3.62202 0.49201 8.51900 -0.75 -0.57 -0.51
H 2.94890 0.21742 7.14199 -0.01 -0.26 0.99
```
Forces are in eV/Å.

Output
- SMILES = Fc1cccc(F)c1.O
- gap between HOMO and LUMO (eV) = 10.2
- DFT total energy (eV) = -13801.144
- E_LUMO (eV) = 0.786

Löwdin atomic charge list, values in e, 8 entries: number 1, F, carries 0.088; number 2, F, carries 0.052; number 3, C, carries -0.085; number 4, C, carries -0.024; number 5, C, carries -0.030; number 6, C, carries 0.072; number 7, C, carries -0.285; number 8, C, carries -0.258

=====

Question: Which value of DFT total energy does entry 1 give?
Answer: -51479.874 eV

=====

Question: The highest DFT total energy belongs to which entry?
Answer: C6H6F2O

=====

Question: What is the DFT total energy in the first record?
Answer: -51479.874 eV

=====

Question: DFT total energy of number 3 (C6H6Cl3N3O)?
Answer: -50402.970 eV